# 1
C23H34N2O3S | the ωB97M-V functional and the def2-TZVPD basis

Its SMILES is O=C(Cc1cccs1)N(C[C@@H]1CCCO1)C1(C(=O)NC2CCCC2)CCCCC1. The energy comes out at -44361.9773 eV. The highest occupied orbital energy is -8.7 eV. The value obtained for the orbital gap is 0.3458 Ha. For the energy above the lowest of the compared OMol25 structures with the same formula, charge and spin, the calculation gives 0.0 kcal/mol. For the largest force on an atom, the calculation gives 0.686 eV/A.

The geometry in XYZ format:
```
63
C23H34N2O3S, DFT the ωB97M-V functional and the def2-TZVPD basis
O -0.14 0.53 2.29
C 0.74 0.65 1.45
N 0.88 -0.21 0.41
C 1.87 0.03 -0.63
H 2.19 -0.93 -1.04
H 2.75 0.49 -0.18
C 1.36 0.94 -1.77
C 2.07 0.66 -3.10
H 1.46 1.03 -3.92
C 3.33 1.50 -2.95
H 4.09 0.95 -2.39
C 2.83 2.71 -2.16
H 2.58 3.55 -2.82
O 1.63 2.31 -1.50
H 3.56 3.05 -1.42
H 3.76 1.79 -3.91
H 2.26 -0.40 -3.26
H 0.27 0.84 -1.85
C -0.14 -1.27 0.22
C 0.17 -2.19 -0.98
H 0.19 -1.60 -1.90
C -0.90 -3.27 -1.12
C -0.96 -4.14 0.12
C -1.24 -3.27 1.34
C -0.19 -2.17 1.46
H -0.36 -1.59 2.36
H 0.80 -2.63 1.56
H -2.23 -2.82 1.25
H -1.23 -3.88 2.25
H -1.75 -4.90 0.01
H -0.01 -4.67 0.25
H -1.87 -2.80 -1.29
H -0.67 -3.88 -2.00
H 1.14 -2.68 -0.83
C -1.45 -0.52 -0.14
O -1.66 -0.20 -1.29
N -2.29 -0.29 0.88
H -1.87 -0.32 1.80
C -3.50 0.51 0.77
H -3.96 0.50 1.77
C -3.28 1.95 0.32
C -4.68 2.43 -0.09
C -5.49 1.15 -0.41
H -5.91 1.18 -1.42
C -4.50 -0.01 -0.26
H -4.99 -0.94 0.06
H -3.98 -0.20 -1.19
H -6.31 1.04 0.29
H -5.15 2.97 0.73
H -4.63 3.10 -0.95
H -2.62 1.94 -0.54
H -2.84 2.57 1.10
C 1.74 1.79 1.58
C 3.10 1.30 1.94
C 3.43 0.28 2.77
C 4.83 0.10 2.91
C 5.54 0.99 2.17
S 4.53 2.07 1.30
H 6.61 1.08 2.08
H 5.28 -0.66 3.52
H 2.70 -0.32 3.28
H 1.36 2.42 2.39
H 1.75 2.38 0.67
```

Mulliken atomic charge list, values in e, 8 entries: -0.681, 0.931, 0.800, -1.795, 0.290, 0.171, 1.157, -0.885

=====

# 2
C23H34N3O5S4SiTi | the ωB97M-V functional and the def2-TZVPD basis

Its expectation value of S² is 0.75. The spin multiplicity is 2. Its charge is -2. The energy comes out at -113457.8635 eV. The highest occupied orbital energy (spin up / spin down) is -1.9 / -1.9 eV. The value obtained for the orbital gap (spin up / spin down) is 0.2211 / 0.2215 Ha. For the energy above the lowest of the compared OMol25 structures with the same formula, charge and spin, the calculation gives 0.0 kcal/mol. For the largest force on an atom, the calculation gives 0.153 eV/A.

The geometry in XYZ format:
```
71
C23H34N3O5S4SiTi, DFT the ωB97M-V functional and the def2-TZVPD basis
Ti -1.12 0.04 -0.56
C 3.10 -2.14 0.74
C 3.04 -1.11 1.86
C 4.02 0.02 1.56
C 3.39 -1.76 3.20
O 1.69 -0.67 1.92
Si 0.96 0.76 2.32
S -1.07 0.62 1.96
O 1.78 1.92 1.52
C 1.78 3.34 1.64
C 2.20 3.88 0.27
C 0.40 3.88 2.00
C 2.81 3.73 2.70
O 1.32 1.08 3.92
C 0.70 0.66 5.13
C -0.53 1.52 5.40
C 0.32 -0.82 5.09
C 1.75 0.90 6.23
H 4.11 -2.56 0.64
H 2.82 -1.67 -0.21
H 2.41 -2.97 0.95
H 5.03 -0.39 1.49
H 3.99 0.77 2.35
H 3.76 0.49 0.61
H 4.40 -2.17 3.18
H 2.68 -2.56 3.42
H 3.32 -1.01 4.00
H 1.44 3.64 -0.47
H 3.14 3.42 -0.03
H 2.33 4.97 0.31
H -0.33 3.56 1.26
H 0.43 4.97 2.03
H 0.09 3.51 2.98
H 3.80 3.35 2.41
H 2.54 3.29 3.66
H 2.87 4.81 2.81
H -1.25 1.39 4.59
H -0.24 2.58 5.44
H -1.00 1.25 6.35
H -0.42 -1.00 4.31
H -0.10 -1.12 6.06
H 1.20 -1.43 4.89
H 2.04 1.95 6.23
H 2.63 0.29 6.03
H 1.35 0.64 7.21
O 2.85 0.52 -1.74
C 1.66 0.84 -1.76
O 0.76 0.23 -1.07
C 1.21 1.98 -2.64
C 2.15 2.40 -3.59
C 1.90 3.45 -4.46
C 0.68 4.11 -4.36
C -0.25 3.72 -3.43
C -0.03 2.64 -2.54
S -1.31 2.35 -1.38
H 3.09 1.86 -3.61
H 2.64 3.74 -5.19
H 0.45 4.94 -5.03
H -1.20 4.23 -3.35
S -1.63 -1.28 -2.62
C -3.36 -1.48 -2.59
C -3.95 -2.13 -3.73
N -4.40 -2.67 -4.63
C -4.15 -1.09 -1.55
S -3.54 -0.31 -0.11
C -5.56 -1.33 -1.61
N -6.70 -1.52 -1.62
N -0.46 -1.95 0.29
H -0.25 -2.61 -0.45
H -1.20 -2.31 0.88
H 0.37 -1.76 0.86
```

Mulliken atomic charge list, values in e, 8 entries: 0.563, -1.866, 2.241, -1.600, -1.753, 0.697, -0.626, -0.655

=====

# 3
C23H34N8O9Zr | the ωB97M-V functional and the def2-TZVPD basis

Its charge is +2. The energy comes out at -56014.5671 eV. The highest occupied orbital energy is -12.8 eV. The value obtained for the orbital gap is 0.0790 Ha. For the largest force on an atom, the calculation gives 13.147 eV/A.

The geometry in XYZ format:
```
75
C23H34N8O9Zr, DFT the ωB97M-V functional and the def2-TZVPD basis
Zr 0.48 1.84 -2.89
C -1.95 5.65 -2.25
C -2.09 4.20 -1.98
C -3.45 3.56 -2.62
O -1.04 3.31 -2.27
H -1.10 6.04 -1.68
H -2.81 6.17 -1.84
H -1.86 5.98 -3.28
H -2.30 4.21 -0.91
H -4.36 4.03 -2.25
H -3.64 2.52 -2.38
H -3.36 3.55 -3.70
C 0.49 -1.24 0.11
C 0.40 -0.18 -0.97
O 0.98 -0.26 -2.03
O -0.20 0.87 -0.91
H 0.22 -0.83 1.09
H 1.43 -1.80 0.11
H -0.31 -1.97 -0.05
C -0.25 3.20 2.39
C 0.55 4.09 3.10
C 1.26 3.59 4.23
C 1.22 2.20 4.67
C 0.39 1.35 3.92
C -0.39 1.86 2.82
C 0.26 -0.17 4.22
O -0.35 -1.04 3.56
C 1.06 -0.68 5.42
C 0.99 -1.96 5.95
C 1.68 -2.44 7.02
C 2.34 -1.47 7.81
C 2.52 -0.21 7.39
C 1.84 0.23 6.25
C 1.94 1.69 5.90
O 2.58 2.50 6.58
H -0.89 3.68 1.66
H 0.61 5.10 2.70
H 1.88 4.23 4.84
H -1.05 1.16 2.33
H 0.37 -2.61 5.35
H 1.43 -3.35 7.54
H 2.85 -1.94 8.64
H 2.94 0.62 7.96
C -1.88 -4.30 -2.87
O -1.28 -4.60 -3.90
N -3.21 -4.21 -2.72
N -1.25 -3.88 -1.86
H -3.89 -4.28 -3.46
H -3.56 -3.66 -1.95
H -0.39 -4.26 -1.50
H -1.89 -3.59 -1.14
C 2.04 -4.41 -2.27
O 1.50 -4.39 -1.15
N 2.07 -3.40 -3.17
N 2.91 -5.29 -2.51
H 2.70 -3.37 -3.96
H 1.81 -2.54 -2.71
H 2.99 -6.11 -1.92
H 3.19 -5.30 -3.48
C 2.65 0.85 -5.35
O 1.86 1.01 -4.51
N 2.45 0.97 -6.66
N 3.83 0.52 -5.12
H 1.64 1.52 -6.89
H 3.25 1.00 -7.27
H 4.03 0.56 -4.13
H 4.45 0.71 -5.90
C -3.79 -0.97 -0.73
O -4.50 -1.92 -1.08
N -3.78 0.16 -1.36
N -2.77 -1.09 0.09
H -3.21 0.89 -0.96
H -4.28 0.31 -2.22
H -2.31 -0.31 0.53
H -2.67 -1.98 0.56
```

Mulliken atomic charge list, values in e, 8 entries: 1.996, -1.493, 0.732, -0.799, -0.489, 0.411, 0.392, 0.359

=====

# 4
C23H35BeN4OSSb | the ωB97M-V functional and the def2-TZVPD basis

Its charge is +2. The energy comes out at -50191.3285 eV. The highest occupied orbital energy is -13.1 eV. The value obtained for the orbital gap is 0.2623 Ha. For the energy above the lowest of the compared OMol25 structures with the same formula, charge and spin, the calculation gives 6.9 kcal/mol. For the largest force on an atom, the calculation gives 0.601 eV/A.

The geometry in XYZ format:
```
66
C23H35BeN4OSSb, DFT the ωB97M-V functional and the def2-TZVPD basis
Be 0.44 -1.23 -0.44
O -1.06 -0.73 -0.06
C -2.27 -1.15 -0.75
C -2.47 -2.65 -0.64
C -1.27 -3.52 -1.10
C -0.53 -2.95 -2.28
C -0.73 -3.45 -3.56
C -0.02 -2.93 -4.63
C 0.86 -1.88 -4.39
C 1.00 -1.42 -3.10
N 0.34 -1.95 -2.05
H -1.19 0.08 0.48
H -2.18 -0.84 -1.80
H -3.12 -0.63 -0.31
H -3.35 -2.89 -1.24
H -2.70 -2.91 0.39
H -1.65 -4.50 -1.36
H -0.57 -3.65 -0.28
H -1.44 -4.25 -3.71
H -0.16 -3.32 -5.63
H 1.42 -1.42 -5.19
H 1.63 -0.57 -2.89
C 4.58 0.54 -2.07
N 4.21 -0.68 -1.37
C 4.94 -1.85 -1.37
C 4.30 -2.74 -0.60
N 3.16 -2.11 -0.12
C 3.11 -0.84 -0.61
S 1.88 0.31 -0.39
C 2.33 -2.58 0.92
C 2.88 -3.28 1.98
C 2.07 -3.62 3.05
C 0.74 -3.21 3.04
C 0.27 -2.52 1.94
N 1.04 -2.23 0.88
H 5.19 0.28 -2.93
H 5.16 1.19 -1.42
H 3.69 1.08 -2.38
H 5.86 -1.95 -1.93
H 4.55 -3.76 -0.36
H 3.93 -3.54 1.98
H 2.47 -4.16 3.89
H 0.08 -3.42 3.87
H -0.76 -2.19 1.88
C -1.50 3.47 4.64
C -1.53 3.14 3.16
Sb -0.26 1.49 2.52
C -0.01 0.42 4.41
C 1.06 0.96 5.35
C 1.67 2.49 2.40
C 1.81 3.78 3.20
H -2.15 4.32 4.85
H -0.50 3.73 4.98
H -1.86 2.63 5.24
H -1.22 4.00 2.56
H -2.54 2.87 2.85
H 0.19 -0.62 4.14
H -1.00 0.44 4.89
H 2.02 1.07 4.84
H 1.21 0.27 6.19
H 0.78 1.92 5.77
H 1.82 2.69 1.34
H 2.42 1.75 2.70
H 1.08 4.53 2.88
H 2.80 4.21 3.05
H 1.68 3.61 4.27
```

Mulliken atomic charge list, values in e, 8 entries: -0.580, 0.651, -0.669, -0.716, -0.683, 0.827, -0.839, -0.411

=====

> Look up the largest force on an atom of the third one.

13.147 eV/A

=====

> Number 3 is which compound?

C23H34N8O9Zr